[1]
{"formula": "C7H8Cl3F3", "method": "ωB97M-V with the def2-TZVPD basis set", "total_charge": 0, "total_energy_ha": -1951.6244, "de_lowest_kcal_mol": 11.75, "species": ["C", "C", "C", "C", "C", "F", "F", "F", "C", "Cl", "C", "Cl", "Cl", "H", "H", "H", "H", "H", "H", "H", "H"], "coordinates": [[-0.3452, 0.0570, -1.5492], [0.2519, 0.1752, -0.0951], [-0.4720, -0.8205, 0.9360], [1.7136, -0.2507, -0.1168], [2.0835, -1.5292, -0.7708], [1.0519, -2.4178, -0.6432], [2.2615, -1.4518, -2.0589], [3.1259, -2.0957, -0.2167], [2.5445, 0.3150, 1.0469], [3.6697, -0.7778, 2.0762], [3.0399, 1.0242, -0.1233], [2.6285, 2.7413, -0.1434], [4.5270, 0.6438, -0.8978], [-0.2202, 0.9360, -2.2330], [-1.3979, 0.0127, -1.3487], [0.2119, -0.7706, -2.1722], [0.2300, 1.1875, 0.1986], [0.2768, -1.0705, 1.7977], [-0.7670, -1.7452, 0.4630], [-1.3670, -0.3024, 1.3611], [2.1594, 0.8374, 1.9263]], "forces_ev_per_a": [[1.7, -0.1, -0.7], [0.5, -2.6, -1.4], [1.0, 1.6, 1.1], [1.8, 3.9, 1.7], [-1.1, -0.9, 0.9], [0.1, -0.1, 0.3], [0.8, 0.5, -1.8], [1.0, -0.6, -0.1], [1.1, -2.3, 1.7], [-0.4, 0.7, -0.7], [-1.8, -0.9, -0.4], [-0.1, -0.6, -0.3], [-0.1, -0.1, 0.1], [0.2, -0.2, 1.1], [-0.7, -0.9, -0.7], [-2.1, 1.2, 1.4], [-0.3, 1.1, 0.7], [-1.5, 0.4, -1.4], [-0.1, 0.0, -0.1], [0.7, -0.5, -0.2], [-0.8, 0.4, -1.1]], "lowdin_charge": [-0.042, -0.320, -0.035, -0.194, -0.682, 0.113, 0.172, 0.110, -0.628, 0.568, -1.115, 0.650, 0.701, 0.086, 0.062, 0.108, 0.096, 0.112, 0.061, 0.085, 0.091]}

=====

[2]
{"formula": "C7H8ClNO2S", "method": "ωB97M-V with the def2-TZVPD basis set", "total_charge": 0, "total_energy_ha": -1335.0125, "de_lowest_kcal_mol": 0.00, "species": ["H", "N", "C", "C", "C", "C", "C", "C", "S", "O", "O", "C", "Cl", "H", "H", "H", "H", "H", "H", "H"], "coordinates": [[-0.4286, -3.2706, 1.9348], [0.3807, -2.6973, 1.6768], [0.1425, -1.8519, 0.7254], [1.2990, -1.0443, 0.0566], [0.8500, 0.2627, -0.4575], [-0.4532, 0.6977, -0.3389], [-0.7933, 2.1418, -0.4898], [-1.4389, -0.1105, 0.2334], [-3.1593, 0.2608, 0.1304], [-3.8421, -0.7776, 0.8401], [-3.5692, 1.6185, 0.3272], [-1.1978, -1.5453, 0.2198], [-1.3664, -2.2670, -1.5474], [1.6210, -1.7667, -0.7284], [2.0872, -0.9729, 0.7683], [1.7036, 0.7890, -0.8818], [-0.0627, 2.7147, -0.0299], [-1.7203, 2.1695, 0.0493], [-0.8762, 2.5089, -1.4698], [-1.9440, -2.2114, 0.8898]], "forces_ev_per_a": [[-0.1, 0.5, 0.0], [0.1, 1.1, -1.8], [2.1, -0.8, 1.4], [-2.0, -2.4, 0.2], [-0.2, -0.7, -0.1], [1.9, 0.9, -0.1], [-0.8, -1.4, 0.4], [-0.9, -0.1, -0.8], [0.9, -0.7, 0.3], [-0.8, -0.8, 0.2], [-0.3, 0.8, 0.0], [-2.6, -3.4, 0.9], [0.2, 0.5, 1.2], [0.1, 0.7, 0.1], [0.8, 0.2, 0.5], [-0.7, 0.8, 0.0], [1.3, 1.2, 1.1], [-0.1, 1.4, -0.1], [-0.4, 0.2, -1.5], [1.4, 1.9, -1.9]], "lowdin_charge": [0.061, 0.166, -0.401, -0.122, 0.010, -0.279, -0.020, -0.304, 0.836, -0.340, -0.334, -0.562, 0.566, 0.136, 0.110, 0.130, 0.071, 0.037, 0.086, 0.153]}

=====

[3]
{"formula": "C7H8CsO7", "method": "ωB97M-V with the def2-TZVPD basis set", "total_charge": 0, "total_energy_ha": -818.2528, "de_lowest_kcal_mol": 25.93, "spin_multiplicity": 2, "species": ["O", "C", "O", "Cs", "O", "O", "C", "C", "O", "C", "H", "H", "H", "H", "O", "C", "C", "O", "C", "H", "H", "H", "H"], "coordinates": [[-0.1499, 2.1134, -3.2037], [-1.1852, 1.5665, -3.4907], [-1.9995, 1.2437, -4.2631], [-0.7912, -2.0210, 2.4215], [0.3849, 1.2949, 0.6775], [2.2508, 1.0140, -0.5778], [2.8474, 0.0322, 0.2918], [2.3962, -1.3892, -0.0374], [1.0971, -1.6608, 0.2900], [1.1127, 1.6011, -0.2717], [3.9267, 0.1471, 0.1288], [2.6081, 0.2941, 1.3331], [3.1266, -2.0394, 0.5008], [2.6114, -1.5469, -1.1204], [1.9759, 3.4386, -1.4946], [1.7081, 4.8484, -1.5441], [0.5198, 4.9882, -0.6011], [-0.0412, 3.6657, -0.6072], [0.8700, 2.8039, -1.0781], [2.6016, 5.3853, -1.2123], [1.4615, 5.1210, -2.5784], [-0.2404, 5.6907, -0.9544], [0.8224, 5.2388, 0.4237]], "forces_ev_per_a": [[-3.5, -2.2, 0.4], [4.0, 2.8, -3.0], [-0.8, -0.8, 1.9], [0.8, 0.4, -1.0], [0.4, 0.3, -1.0], [0.4, 0.0, -0.7], [-0.1, -0.1, 0.3], [-0.5, -0.2, 0.1], [-0.2, -0.2, 0.6], [-0.8, -0.2, 1.9], [-0.2, 0.0, 0.0], [0.0, -0.1, -0.2], [0.1, 0.0, 0.0], [0.0, 0.1, 0.1], [0.9, 0.7, -0.8], [0.0, -0.2, -0.2], [-0.1, -0.1, 0.0], [-1.0, 0.7, 0.0], [0.8, -0.6, 1.6], [-0.2, -0.1, -0.1], [0.0, 0.0, 0.2], [0.2, -0.1, 0.1], [-0.1, 0.0, -0.2]], "lowdin_charge": [0.172, -0.305, 0.200, 0.977, 0.058, 0.022, -0.151, -0.470, -0.540, -0.430, 0.119, 0.121, 0.092, 0.102, 0.020, -0.106, -0.107, 0.012, -0.304, 0.130, 0.129, 0.128, 0.130]}

=====

[4]
{"formula": "C7H8CuLiO8", "method": "ωB97M-V with the def2-TZVPD basis set", "total_charge": 0, "total_energy_ha": -2521.3765, "de_lowest_kcal_mol": 23.99, "species": ["O", "O", "C", "C", "O", "C", "H", "H", "H", "H", "O", "O", "C", "O", "C", "C", "O", "O", "C", "H", "H", "H", "H", "Li", "Cu"], "coordinates": [[0.8075, -1.2684, -0.2072], [1.2547, 0.6770, -1.1906], [0.1565, 0.4970, -2.0850], [0.5739, -0.3291, -3.2937], [-0.5048, -0.4467, -4.2158], [1.4914, -0.2231, -0.1969], [-0.6880, 0.0228, -1.5680], [-0.1388, 1.5029, -2.4088], [0.8241, -1.3530, -2.9931], [1.4426, 0.1290, -3.7820], [-1.6336, 0.3352, -5.9429], [0.1295, 1.4653, -5.2408], [-0.6633, 0.4952, -5.1623], [0.5303, -1.1113, 4.0415], [0.7670, 0.0898, 3.5469], [-0.6904, -1.1122, 4.8051], [1.4376, 0.2221, 2.4080], [-0.0462, 0.9903, 4.0497], [-0.9781, 0.3842, 4.9672], [-0.4943, -1.6293, 5.7488], [-1.4572, -1.6463, 4.2337], [-0.7627, 0.7628, 5.9718], [-1.9901, 0.6665, 4.6622], [1.7315, -1.4498, 1.4783], [-1.0990, 2.3290, -7.6261]], "forces_ev_per_a": [[-0.6, -0.5, 0.3], [0.0, 0.2, 0.0], [-0.3, -0.1, -0.1], [0.4, 0.1, 0.1], [-0.4, -0.3, -0.1], [1.0, -0.2, -0.2], [0.2, 0.0, -0.2], [0.1, -0.2, 0.0], [-0.1, 0.2, 0.0], [-0.2, -0.1, 0.1], [-0.5, 0.2, -1.0], [0.3, 0.3, -0.3], [0.2, 1.2, -0.8], [0.3, -0.8, 0.4], [1.3, 0.2, -6.7], [0.1, -0.1, 0.3], [-2.4, -0.3, 6.8], [0.3, 0.7, 0.1], [0.1, 0.0, 0.2], [-0.1, 0.1, -0.2], [0.2, 0.1, 0.1], [-0.1, -0.1, -0.2], [0.3, 0.0, 0.1], [-0.1, 0.7, -0.9], [0.2, -1.5, 2.0]], "lowdin_charge": [-0.212, -0.116, -0.185, -0.155, 0.008, -0.413, 0.120, 0.126, 0.127, 0.128, -0.053, -0.049, -0.797, 0.051, -0.467, -0.076, -0.057, 0.093, -0.072, 0.135, 0.139, 0.135, 0.139, 0.695, 0.757]}

=====

[5]
{"formula": "C7H8F2N2", "method": "ωB97M-V with the def2-TZVPD basis set", "total_charge": 0, "total_energy_ha": -580.6547, "de_lowest_kcal_mol": 46.77, "species": ["C", "C", "C", "C", "C", "C", "C", "N", "N", "F", "F", "H", "H", "H", "H", "H", "H", "H", "H"], "coordinates": [[1.9594, -1.1629, -1.6857], [1.2007, -1.7168, -0.7029], [1.9045, 0.1943, -1.9088], [0.3135, -1.0050, 0.0146], [1.0059, 0.9321, -1.1756], [0.1634, 0.3389, -0.2173], [-0.8651, 1.0772, 0.4828], [-2.8181, 1.6330, 1.7947], [-1.9628, 0.6671, 1.1511], [0.2829, 0.7744, 2.4342], [-0.8807, 2.3792, 0.2082], [2.8130, -1.7348, -2.2038], [1.5459, -2.7175, -0.4069], [2.4538, 0.7560, -2.7460], [0.0547, -1.5890, 0.8892], [0.8705, 2.0437, -1.2659], [-2.6108, 1.6758, 2.7784], [-2.6543, 2.4627, 1.3888], [-1.9393, -0.3193, 1.5929]], "forces_ev_per_a": [[2.9, -0.1, -1.9], [1.9, -2.1, -0.4], [0.2, 1.6, -1.8], [0.0, -1.1, 1.6], [-1.6, 2.0, 0.8], [-0.2, -0.2, -0.5], [-0.6, 0.7, 2.4], [-0.6, -4.6, 0.8], [1.2, -0.9, -0.1], [-0.5, 0.2, -0.9], [-0.1, -0.7, 0.3], [-1.7, 0.7, 0.8], [-0.9, 0.3, 0.0], [-0.5, -1.2, 1.5], [-1.1, 0.8, 0.3], [0.5, -1.3, -0.3], [0.6, -0.1, 0.3], [0.7, 3.6, -1.7], [0.0, 2.5, -1.1]], "lowdin_charge": [-0.091, -0.102, -0.082, -0.045, -0.012, -0.167, -0.222, 0.103, 0.043, -0.549, 0.132, 0.140, 0.124, 0.139, 0.128, 0.137, 0.099, 0.023, 0.203]}

=====

[6]
{"formula": "C7H8F2OSi", "method": "ωB97M-V with the def2-TZVPD basis set", "total_charge": 0, "total_energy_ha": -835.9740, "de_lowest_kcal_mol": 97.83, "species": ["C", "O", "Si", "F", "F", "H", "H", "H", "H", "C", "C", "C", "C", "C", "C", "H", "H", "H", "H"], "coordinates": [[-3.1187, -1.8406, 0.1593], [-2.7118, -0.6911, -0.6142], [-3.5706, 0.6995, -0.5708], [-4.1465, 0.9720, 0.9343], [-2.5464, 1.8994, -0.9034], [-3.6845, -1.6972, 1.0231], [-2.1343, -2.2121, 0.3679], [-3.7415, -2.4687, -0.3871], [-4.8783, 0.7540, -1.2012], [3.8702, 0.9454, -0.0420], [3.1392, 1.8531, 0.6999], [1.8149, 1.8278, 0.6429], [0.7383, 1.1650, 0.1534], [1.6476, 0.3513, -0.5126], [3.0079, 0.0410, -0.6513], [4.9394, 0.8493, 0.0104], [3.5695, 2.3987, 1.6485], [-0.3537, 1.2801, 0.2342], [3.3715, -0.7783, -1.1936]], "forces_ev_per_a": [[2.1, 0.7, -0.9], [-1.4, 1.2, 0.1], [0.1, 0.4, 1.7], [0.8, -0.2, -0.7], [-0.7, -0.8, -0.1], [-0.5, 1.2, 1.8], [0.0, -1.2, 0.5], [-0.6, -1.4, -1.6], [0.2, 0.0, -0.9], [-0.6, -0.6, 0.5], [2.6, 2.2, 3.8], [-2.0, -1.4, -1.2], [0.7, -0.7, -0.6], [-0.2, 1.0, 1.0], [-1.4, 1.3, 0.1], [0.3, 0.0, -0.2], [-0.3, -0.6, -2.4], [0.8, -0.2, -0.3], [0.2, -1.0, -0.8]], "lowdin_charge": [-0.093, -0.229, 0.358, -0.159, -0.116, 0.061, 0.094, 0.065, 0.019, -0.077, -0.172, -0.026, -0.060, 0.038, -0.104, 0.100, 0.139, 0.088, 0.074]}